#1
# C22H23N3O3

An isolated molecule of C22H23N3O3 (ωB97M-V/def2-TZVPD, the OMol25 dataset).

```
! wB97M-V def2-TZVPD RIJCOSX def2/J DEFGRID3
* xyz 0 1
C -5.755 -1.600 -0.347
C -4.448 -0.870 -0.369
C -4.362 0.391 -0.950
C -3.164 1.078 -0.990
C -2.026 0.511 -0.431
N -0.787 1.205 -0.466
C 0.279 0.784 -1.188
O 0.340 -0.143 -1.953
N 1.340 1.657 -0.887
C 2.626 1.614 -1.537
C 3.256 0.227 -1.679
O 3.895 -0.032 -2.678
N 3.060 -0.698 -0.706
C 3.403 -2.073 -1.074
C 2.655 -3.105 -0.236
C 1.271 -2.561 0.125
C 1.515 -1.372 0.999
C 0.913 -1.167 2.229
C 1.256 -0.073 3.008
C 2.244 0.796 2.578
C 2.869 0.595 1.360
C 2.480 -0.466 0.550
C 1.000 2.576 0.059
O 1.712 3.440 0.502
C -0.457 2.303 0.415
C -1.306 3.556 0.215
C -2.097 -0.746 0.149
C -3.299 -1.428 0.174
H -6.107 -1.774 -1.363
H -5.659 -2.559 0.155
H -6.511 -1.010 0.169
H -5.245 0.835 -1.387
H -3.108 2.044 -1.466
H 2.534 1.990 -2.563
H 3.288 2.289 -0.988
H 3.150 -2.181 -2.132
H 4.486 -2.203 -0.977
H 3.202 -3.316 0.686
H 2.574 -4.032 -0.804
H 0.754 -2.257 -0.790
H 0.672 -3.314 0.639
H 0.172 -1.871 2.584
H 0.771 0.085 3.959
H 2.539 1.632 3.193
H 3.656 1.260 1.043
H -0.519 1.981 1.464
H -2.328 3.383 0.541
H -1.306 3.848 -0.833
H -0.875 4.364 0.801
H -1.206 -1.183 0.572
H -3.344 -2.410 0.624
*
```

Values from the calculation:
E_LUMO (hartree): 0.0238
SMILES string: Cc1ccc(N2C(=O)N(CC(=O)N3CCCc4ccccc43)C(=O)[C@H]2C)cc1


#2
# C22H23N3O3

An isolated molecule of C22H23N3O3 (ωB97M-V/def2-TZVPD, the OMol25 dataset).

```
! wB97M-V def2-TZVPD RIJCOSX def2/J DEFGRID3
* xyz 0 1
C 5.894 1.194 -0.469
C 4.863 0.511 0.156
C 3.872 -0.092 -0.597
C 3.900 -0.013 -1.984
C 2.810 -0.673 -2.795
N 1.512 -0.444 -2.222
C 0.868 0.733 -2.096
C -0.319 0.483 -1.443
C -1.308 1.504 -0.988
N -1.054 1.836 0.407
C -1.896 2.912 0.907
C -1.490 3.210 2.351
C -1.629 1.942 3.193
C -0.883 0.809 2.484
O -1.360 0.650 1.174
C -0.293 -0.912 -1.193
C -1.269 -1.737 -0.486
C -0.817 -2.660 0.450
C -1.692 -3.457 1.180
C -3.034 -3.297 0.934
C -3.494 -2.388 -0.017
C -2.638 -1.601 -0.743
O -4.866 -2.446 -0.075
C -5.251 -3.413 0.876
O -4.105 -3.943 1.504
N 0.829 -1.438 -1.668
C 4.932 0.674 -2.605
C 5.928 1.272 -1.851
H 6.668 1.664 0.119
H 4.833 0.448 1.234
H 3.069 -0.625 -0.111
H 2.831 -0.304 -3.826
H 2.953 -1.758 -2.806
H 1.284 1.647 -2.470
H -1.168 2.424 -1.561
H -2.339 1.150 -1.124
H -1.726 3.788 0.278
H -2.965 2.644 0.861
H -2.111 4.011 2.754
H -0.449 3.537 2.359
H -1.222 2.091 4.194
H -2.683 1.672 3.280
H -1.058 -0.156 2.964
H 0.195 1.021 2.468
H 0.245 -2.751 0.610
H -1.340 -4.167 1.909
H -3.011 -0.926 -1.494
H -5.805 -4.223 0.374
H -5.903 -2.947 1.633
H 4.961 0.740 -3.683
H 6.729 1.803 -2.344
*
```

Values from the calculation:
E_LUMO (hartree): 0.0314
SMILES string: c1ccc(Cn2cc(CN3CCCCO3)c(-c3ccc4c(c3)OCO4)n2)cc1


#1 comes first in stability; the runner-up is 0.1800 hartree higher.


#1
# C2H2OS

An isolated molecule of C2H2OS (ωB97M-V/def2-TZVPD, the OMol25 dataset).

```
! wB97M-V def2-TZVPD RIJCOSX def2/J DEFGRID3
* xyz 0 1
O -1.553 1.362 0.036
C -0.779 0.454 -0.052
C 0.620 -0.178 0.031
S -0.880 -1.266 0.013
H 1.333 -0.171 -0.895
H 1.260 -0.200 0.866
*
```

Values from the calculation:
E_LUMO (hartree): 0.0199
SMILES string: O=C1CS1


#2
# C2H2OS

An isolated molecule of C2H2OS (ωB97M-V/def2-TZVPD, the OMol25 dataset).

```
! wB97M-V def2-TZVPD RIJCOSX def2/J DEFGRID3
* xyz 0 1
O 0.563 -1.454 -0.886
C 0.554 -0.317 -0.450
C -0.414 0.238 0.641
S -0.765 1.812 0.490
H 0.929 0.544 -0.992
H -0.866 -0.823 1.197
*
```

Values from the calculation:
E_LUMO (hartree): -0.0586
SMILES string: O=CC=S


#3
# C2H2OS

An isolated molecule of C2H2OS (ωB97M-V/def2-TZVPD, the OMol25 dataset).

```
! wB97M-V def2-TZVPD RIJCOSX def2/J DEFGRID3
* xyz 0 1
O 1.239 -0.537 1.183
C 0.376 0.143 0.679
C -0.271 -0.218 -0.633
S -1.419 0.679 -1.300
H -0.009 1.099 1.148
H 0.084 -1.166 -1.077
*
```

Values from the calculation:
E_LUMO (hartree): -0.0593
SMILES string: O=CC=S


#3 comes first in stability; the runner-up is 0.0072 hartree higher.


#1
# CH4NO3P

An isolated molecule of CH4NO3P (ωB97M-V/def2-TZVPD, the OMol25 dataset).

```
! wB97M-V def2-TZVPD RIJCOSX def2/J DEFGRID3
* xyz 0 1
C 0.258 -0.938 0.125
N -0.861 -0.959 0.716
O 1.374 1.220 -1.701
O -0.755 1.448 -0.302
O 1.615 0.661 0.890
P 0.885 0.759 -0.424
H 0.963 -1.697 0.148
H -1.322 -0.088 0.489
H -1.046 1.375 -1.177
H -1.110 -1.782 1.238
*
```

Values from the calculation:
E_LUMO (hartree): -0.0016


#2
# CH4NO3P

A structure of composition CH4NO3P (ωB97M-V/def2-TZVPD, the OMol25 dataset).

```
! wB97M-V def2-TZVPD RIJCOSX def2/J DEFGRID3
* xyz 0 1
C -0.272 -1.106 -0.222
N -0.215 -1.639 -1.277
O 0.918 1.609 0.016
O 1.761 1.291 2.432
O -0.439 -0.566 0.797
P 1.044 2.221 1.336
H -2.110 -0.053 -1.678
H 0.398 -1.693 -2.021
H 1.743 0.308 2.428
H -2.827 -0.374 -1.811
*
```

Values from the calculation:
E_LUMO (hartree): 0.0045


#1 comes first in stability; the runner-up is 0.0212 hartree higher.


#1
# C6H7ClS

An isolated molecule of C6H7ClS (ωB97M-V/def2-TZVPD, the OMol25 dataset).

```
! wB97M-V def2-TZVPD RIJCOSX def2/J DEFGRID3
* xyz 0 1
C -1.135 1.133 -1.055
C 0.185 0.279 -0.705
Cl 1.452 0.424 -2.100
C 0.616 0.900 0.557
C 0.950 -0.027 1.532
C 0.502 -1.430 1.037
C -0.192 -1.128 -0.344
S -1.452 -1.957 -1.062
H -1.726 1.069 -0.119
H -0.967 2.217 -1.290
H -1.587 0.636 -2.002
H 0.948 1.879 0.576
H 1.382 0.259 2.501
H -0.227 -1.982 1.655
H 1.250 -2.272 0.820
*
```

Values from the calculation:
E_LUMO (hartree): -0.0325
SMILES string: C[C@@]1(Cl)C=CCC1=S


#2
# C6H7ClS

An isolated molecule of C6H7ClS (ωB97M-V/def2-TZVPD, the OMol25 dataset).

```
! wB97M-V def2-TZVPD RIJCOSX def2/J DEFGRID3
* xyz 0 1
Cl -3.143 -0.482 -0.471
C -1.743 0.285 0.311
C -0.509 0.615 -0.496
C 0.711 1.478 -0.354
C 1.832 0.772 -0.265
S 1.969 -1.015 -0.411
C 0.315 -1.637 0.024
C -0.423 -0.443 0.593
H -2.120 0.881 1.145
H -0.651 0.272 -1.551
H 0.769 2.561 -0.025
H 2.780 1.280 0.052
H 0.447 -2.421 0.764
H -0.222 -2.038 -0.856
H -0.012 -0.110 1.540
*
```

Values from the calculation:
E_LUMO (hartree): 0.0320
SMILES string: Cl[C@@H]1[C@H]2C=CSC[C@H]12


#3
# C6H7ClS

An isolated molecule of C6H7ClS (ωB97M-V/def2-TZVPD, the OMol25 dataset).

```
! wB97M-V def2-TZVPD RIJCOSX def2/J DEFGRID3
* xyz 0 1
C 2.245 -0.150 -1.738
C 1.391 -0.900 -0.778
C 0.432 -0.595 0.090
S -0.615 -1.712 1.038
C -1.661 -0.429 1.840
C -1.378 0.776 0.929
C -0.310 0.675 0.123
Cl 0.134 1.917 -1.037
H 3.203 -0.766 -1.946
H 2.543 0.853 -1.380
H 1.682 -0.145 -2.831
H 1.777 -1.879 -0.759
H -1.409 -0.348 2.867
H -2.611 -0.822 1.493
H -1.937 1.653 0.784
*
```

Values from the calculation:
E_LUMO (hartree): 0.0283
SMILES string: C/C=C1/SCC=C1Cl


#3 comes first in stability; the runner-up is 0.0030 hartree higher.


#1
# C14H11N5O2S

An isolated molecule of C14H11N5O2S (ωB97M-V/def2-TZVPD, the OMol25 dataset).

```
! wB97M-V def2-TZVPD RIJCOSX def2/J DEFGRID3
* xyz 0 1
O 3.080 1.812 1.603
C 2.567 1.910 0.516
C 1.894 3.223 0.110
S 0.550 3.082 -1.107
C -0.457 1.987 -0.237
N -0.207 1.431 0.910
N -1.260 0.651 1.190
C -2.106 0.759 0.210
C -3.382 0.102 0.087
C -3.827 -0.764 1.088
C -5.060 -1.369 0.932
C -5.797 -1.086 -0.211
N -5.381 -0.267 -1.162
C -4.206 0.313 -1.021
O -1.644 1.611 -0.749
N 2.575 0.966 -0.455
C 3.018 -0.352 -0.384
C 3.608 -0.912 0.747
C 3.995 -2.238 0.676
C 3.788 -2.949 -0.498
C 3.191 -2.292 -1.561
N 2.813 -1.027 -1.510
H 1.506 3.699 1.010
H 2.633 3.880 -0.352
H -3.204 -0.939 1.951
H -5.444 -2.045 1.680
H -6.768 -1.534 -0.377
H -3.902 0.976 -1.820
H 2.147 1.182 -1.349
H 3.746 -0.323 1.637
H 4.454 -2.712 1.531
H 4.080 -3.983 -0.584
H 3.001 -2.793 -2.501
*
```

Values from the calculation:
E_LUMO (hartree): 0.0020
SMILES string: O=C(CSc1nnc(-c2cccnc2)o1)Nc1ccccn1


#2
# C14H11N5O2S

A structure of composition C14H11N5O2S (ωB97M-V/def2-TZVPD, the OMol25 dataset).

```
! wB97M-V def2-TZVPD RIJCOSX def2/J DEFGRID3
* xyz 0 1
O 4.126 1.414 1.302
C 3.695 1.094 2.261
O 4.228 1.453 3.400
H 5.102 2.122 3.223
C 2.775 0.274 2.458
C 2.268 -0.055 3.955
C 1.154 -0.811 4.215
C 0.537 -1.569 2.940
C 0.936 -1.201 1.693
C 1.939 -0.257 1.466
H 2.234 -0.185 0.644
N 0.223 -1.796 0.674
C 0.128 -1.173 -0.819
N -0.891 -2.186 -1.232
N -1.085 -3.052 -0.413
N -0.663 -2.665 0.895
S 0.750 0.255 -1.469
C -0.107 0.127 -2.995
C -1.539 0.536 -3.055
N -1.588 1.991 -2.976
C -2.600 2.529 -3.025
C -3.934 1.876 -2.593
C -3.904 0.436 -2.613
C -2.685 -0.089 -2.605
H -2.429 -1.466 -2.775
H -4.788 -0.086 -2.591
H -4.748 2.579 -2.804
H -2.740 3.496 -3.102
H -0.137 -0.918 -3.250
H 0.490 0.707 -3.695
H -0.407 -2.273 3.107
H 0.945 -1.320 5.019
H 2.719 0.212 4.759
*
```

Values from the calculation:
E_LUMO (hartree): -0.0298


#1 comes first in stability; the runner-up is 0.5224 hartree higher.